Entry 1:
C5H12N2O | ωB97M-V/def2-TZVPD

Total charge: -1
Largest force on an atom (Eh/bohr): 0.022
2S+1: 2
HOMO (alpha / beta) (eV): 0.24 / -3.13
Frontier orbital gap (alpha / beta) (eV): 3.91 / 7.22

Cartesian coordinates (Å):
O  1.89421  1.20786  -0.14632
C  0.64900  1.43260  -0.40088
C  -0.39902  0.43174  0.06857
C  -0.83419  0.66262  1.53057
C  -2.01817  1.63099  1.67871
N  0.06943  -0.94926  -0.03680
C  0.47593  -1.41730  -1.30311
N  0.50009  -2.88888  -1.28716
H  0.29508  2.32494  -0.94986
H  -1.28887  0.50975  -0.56256
H  -1.09881  -0.28873  2.01179
H  0.02065  1.05654  2.07664
H  -2.84788  1.20741  2.24954
H  -2.39717  1.94036  0.70380
H  -1.69452  2.56548  2.14453
H  0.71116  -1.22404  0.69521
H  1.46864  -1.11181  -1.65424
H  -0.20888  -1.01134  -2.05929
H  -0.35634  -3.27029  -0.90702
H  0.66476  -3.29847  -2.19716

Cartesian forces, eV/Å:
-0.080 0.214 0.144
-0.231 -0.213 -0.234
0.672 0.292 0.048
-0.237 -0.163 0.257
0.289 0.431 -0.125
-0.640 -0.676 0.666
0.231 -0.324 -1.049
0.147 -0.243 0.299
0.084 -0.096 0.034
-0.198 0.064 -0.123
-0.027 -0.066 -0.156
0.175 -0.043 -0.001
0.057 0.049 0.035
-0.101 -0.143 -0.113
-0.156 -0.076 0.176
0.207 0.379 -0.157
0.189 0.221 0.289
-0.245 0.042 0.125
-0.151 0.187 -0.047
0.015 0.164 -0.067



Entry 2:
C7H7N2O6PtS2 | ωB97M-V/def2-TZVPD

Total charge: -1
Largest force on an atom (Eh/bohr): 0.002
2S+1: 1
HOMO (eV): -5.68
Frontier orbital gap (eV): 8.11

Cartesian coordinates (Å):
Pt  -0.53328  0.64995  -0.22128
O  -3.01688  -2.04655  -1.85552
C  -2.13466  -1.28484  -1.50629
O  -2.18713  -0.45792  -0.51521
C  -0.82498  -1.26738  -2.27816
C  -0.59880  -2.09555  -3.35853
C  0.62299  -2.01992  -4.00770
C  1.57268  -1.11921  -3.55191
C  1.28036  -0.31933  -2.46102
N  0.10072  -0.40039  -1.84477
H  -1.38817  -2.77217  -3.65265
H  0.83435  -2.65675  -4.85720
H  2.54039  -1.03116  -4.02500
H  1.98813  0.38105  -2.04560
C  1.86944  1.11068  2.33046
S  2.38788  1.32469  0.65133
O  2.81348  0.02693  0.16596
O  3.37773  2.37206  0.63286
O  1.14962  1.80579  -0.07215
H  2.75802  0.88884  2.91760
H  1.16298  0.28595  2.37438
H  1.39601  2.03078  2.66304
O  -2.57821  1.73926  3.48455
S  -2.05844  0.94226  2.37224
N  -1.28313  1.67514  1.33081

Cartesian forces, eV/Å:
-0.017 -0.027 -0.058
-0.005 0.011 0.004
0.016 -0.023 -0.012
0.007 0.010 0.019
-0.013 -0.001 -0.005
0.003 0.004 0.002
0.006 0.008 0.006
-0.010 -0.007 -0.007
0.016 0.004 -0.012
-0.016 0.029 0.044
0.000 -0.001 0.000
-0.002 0.001 -0.002
0.001 -0.004 0.000
-0.007 0.002 0.004
0.009 -0.020 0.009
0.058 0.008 0.065
0.014 -0.029 0.011
-0.014 0.010 -0.009
-0.053 0.018 -0.061
0.004 0.003 -0.003
-0.011 -0.002 0.001
0.001 0.006 0.003
0.002 0.003 -0.002
-0.017 -0.027 0.022
0.030 0.027 -0.018



> Which value of largest force on an atom does entry 2 give?

0.002 Eh/bohr



> What is the formula in the first record?

C5H12N2O



> What is the formula in the second record?

C7H7N2O6PtS2